(1)
# C5H7N5O3P

A structure of composition C5H7N5O3P (ωB97M-V with the def2-TZVPD basis set, OMol25).

Last column: Löwdin charge in e.
Atoms and positions in Å:
C -1.432 2.308 0.528  -0.14
C 1.413 -0.699 -1.094  -0.29
C 0.238 1.260 -0.463  -0.26
C -0.034 -1.488 0.764  -0.48
C -0.857 0.382 -0.284  -0.25
N -1.866 1.135 0.354  0.11
N -0.097 2.477 0.064  0.16
N 1.382 0.776 -0.973  0.16
N 1.183 -1.272 0.272  0.16
N -0.219 -1.506 2.095  0.25
O -2.176 -1.416 -2.119  -0.13
O 0.436 -1.211 -1.925  -0.08
O -0.959 -2.105 0.025  0.00
P -1.100 -1.092 -1.291  0.66
H -1.831 3.174 0.931  0.11
H 2.433 -1.135 -1.580  0.23
H 0.398 3.369 -0.045  0.18
H 2.228 1.123 -1.311  0.14
H 1.867 -1.557 0.934  0.16
H -1.164 -1.712 2.407  0.15
H 0.159 -0.810 2.712  0.14

ΔE to the lowest compared entry with this formula, charge and spin ... 11.6 kcal per mole
Net charge ... +1
Multiplicity ... 1
Orbital gap ... 8.88 eV
Highest occupied orbital energy ... -0.4730 Eh



(2)
# C5H7NO

An isolated molecule of C5H7NO (ωB97M-V with the def2-TZVPD basis set, OMol25).

Last column: Löwdin charge in e.
Atoms and positions in Å:
C -1.186 -0.588 1.617  -0.11
C -0.392 -0.583 0.335  -0.29
C 0.925 0.003 -1.698  -0.06
C 0.507 0.641 0.402  -0.18
O 1.275 0.852 -0.794  -0.04
C 1.287 0.531 -2.966  -0.20
N 1.418 0.828 -4.081  0.16
H -0.505 -0.600 2.470  0.08
H -1.841 -1.459 1.655  0.08
H -1.796 0.318 1.664  0.08
H 0.209 -1.495 0.235  0.11
H -1.079 -0.611 -0.522  0.11
H -0.050 1.587 0.470  0.14
H 1.229 0.574 1.212  0.13

ΔE to the lowest compared entry with this formula, charge and spin ... 88.1 kcal per mole
Multiplicity ... 1
Orbital gap ... 8.74 eV
Highest occupied orbital energy ... -0.3444 Eh



(3)
# C5H7NO

A structure of composition C5H7NO (ωB97M-V with the def2-TZVPD basis set, OMol25).

Last column: Löwdin charge in e.
Atoms and positions in Å:
C -1.866 -0.333 0.389  -0.01
C 0.967 1.253 0.809  -0.07
C -0.559 -0.589 -0.301  -0.46
C 0.635 0.018 0.057  -0.26
C 1.393 -0.955 -1.463  0.08
O -0.519 -1.427 -1.275  -0.04
N 1.900 -0.784 -0.377  0.15
H 1.534 -1.068 -2.523  0.13
H -2.575 0.119 -0.308  0.09
H -1.771 0.305 1.267  0.07
H -2.280 -1.295 0.699  0.09
H 1.403 2.020 0.163  0.08
H 1.677 1.060 1.620  0.08
H 0.060 1.677 1.244  0.07

ΔE to the lowest compared entry with this formula, charge and spin ... 93.3 kcal per mole
Multiplicity ... 1
Orbital gap ... 8.05 eV
Highest occupied orbital energy ... -0.2815 Eh



(4)
# C5H7NO

A structure of composition C5H7NO (ωB97M-V with the def2-TZVPD basis set, OMol25).

Last column: Löwdin charge in e.
Atoms and positions in Å:
N 2.632 0.396 0.299  0.17
C 1.468 0.083 -0.054  -0.45
O 0.845 -1.149 -0.113  0.03
C -0.358 -0.561 -0.682  -0.28
C -1.534 -0.546 0.285  -0.24
C -1.295 0.717 1.101  0.12
C 0.291 0.838 -0.599  -0.04
H 3.161 -0.432 0.571  0.06
H -0.551 -0.995 -1.669  0.15
H -1.544 -1.457 0.895  0.12
H -2.471 -0.481 -0.282  0.10
H -0.466 0.502 1.806  0.04
H -0.300 1.503 0.114  0.07
H 0.440 1.463 -1.478  0.14

ΔE to the lowest compared entry with this formula, charge and spin ... 125.0 kcal per mole
Multiplicity ... 1
Orbital gap ... 8.49 eV
Highest occupied orbital energy ... -0.3262 Eh